(P)
A molecular structure, C23H15BF9FeN6SSe3, computed with wB97M-V/def2-TZVPD.

Computed properties:
total charge = -1
HOMO-LUMO gap (alpha / beta) = 5.79 / 5.79 eV
HOMO (alpha / beta) = -3.854 / -3.854 eV
multiplicity = 1

Each line ends with the Mulliken charge.
Positions of all 59 atoms, in Å:
Fe1 0.338 0.154 0.064  1.105
N1 4.675 1.680 0.774  -0.412
C1 3.478 1.310 0.240  0.412
S1 3.183 -0.360 0.077  -0.442
N2 2.704 2.281 -0.187  -1.414
N3 1.553 1.898 -0.755  1.055
C2 0.918 2.720 -1.518  -0.788
C3 -0.294 2.281 -2.155  0.872
C4 -1.061 3.164 -2.921  -0.845
C5 -2.252 2.716 -3.456  -0.331
C6 -2.629 1.400 -3.228  -0.697
C7 -1.793 0.582 -2.481  -0.218
N4 -0.650 0.997 -1.962  0.018
H1 5.184 0.965 1.260  0.230
H2 4.765 2.637 1.070  0.270
H3 1.280 3.731 -1.699  0.299
H4 -0.733 4.185 -3.040  0.384
H5 -2.893 3.382 -4.019  0.396
H6 -3.568 1.023 -3.602  0.469
H7 -2.068 -0.444 -2.277  0.355
Se1 2.142 -1.448 3.143  0.017
Se2 -0.003 -2.035 2.590  0.026
C8 0.336 -2.953 0.918  -0.376
C9 0.264 -4.337 0.862  -0.568
C10 0.435 -4.942 -0.371  -0.283
C11 0.706 -4.147 -1.475  -0.696
C12 0.756 -2.774 -1.312  -0.576
N5 0.554 -2.187 -0.138  0.803
C13 1.977 0.470 3.055  0.312
C14 2.792 1.271 3.848  -0.918
C15 2.528 2.629 3.879  -0.349
C16 1.471 3.126 3.129  -0.904
C17 0.746 2.251 2.342  -0.243
N6 1.005 0.947 2.295  0.232
H8 0.061 -4.905 1.756  0.453
H9 0.349 -6.014 -0.468  0.393
H10 0.854 -4.582 -2.451  0.422
H11 0.947 -2.100 -2.135  0.440
H12 3.583 0.815 4.431  0.405
H13 3.123 3.293 4.490  0.400
H14 1.202 4.168 3.154  0.462
H15 -0.082 2.595 1.745  0.509
F1 -8.325 -2.855 -1.950  -0.328
C18 -7.057 -2.746 -1.504  0.458
C19 -6.785 -2.739 -0.140  0.166
F2 -7.806 -2.792 0.739  -0.317
C20 -5.476 -2.692 0.304  0.212
F3 -5.247 -2.728 1.624  -0.301
C21 -4.390 -2.634 -0.579  -0.151
Se3 -2.628 -2.622 -0.022  -0.318
C22 -4.704 -2.612 -1.943  0.299
F4 -3.701 -2.552 -2.838  -0.342
C23 -6.002 -2.668 -2.408  0.116
F5 -6.260 -2.656 -3.733  -0.324
F6 -1.606 0.926 0.740  -0.162
B1 -2.431 2.140 0.637  0.364
F7 -2.874 2.476 1.879  -0.347
F8 -3.440 1.912 -0.243  -0.305
F9 -1.567 3.113 0.161  -0.400

***

(Q)
A molecular structure, C23H15BF9FeN6SSe3, computed with wB97M-V/def2-TZVPD.

Computed properties:
total charge = -1
HOMO-LUMO gap = 5.92 eV
HOMO = -3.984 eV
multiplicity = 1

Each line ends with the Mulliken charge.
Positions of all 59 atoms, in Å:
Fe1 0.531 0.197 -1.210  0.361
N1 1.133 -3.938 -2.717  -0.380
C1 0.566 -2.815 -2.167  0.524
S1 1.261 -2.142 -0.748  -0.483
N2 -0.499 -2.352 -2.767  -1.748
N3 -0.877 -1.189 -2.145  1.587
C2 -2.118 -0.931 -2.079  -0.741
C3 -2.488 0.260 -1.323  0.495
C4 -3.783 0.750 -1.297  -0.819
C5 -4.044 1.908 -0.585  -0.400
C6 -3.004 2.534 0.076  -0.981
C7 -1.744 1.965 0.015  -0.326
N4 -1.487 0.850 -0.662  0.689
H1 1.742 -4.468 -2.120  0.228
H2 0.566 -4.444 -3.377  0.270
H3 -2.867 -1.595 -2.501  0.333
H4 -4.563 0.226 -1.835  0.460
H5 -5.045 2.318 -0.552  0.407
H6 -3.157 3.439 0.645  0.443
H7 -0.906 2.414 0.531  0.435
Se1 4.274 -0.784 -1.893  -0.001
Se2 4.011 1.345 -1.088  0.028
C8 2.972 1.011 0.493  0.062
C9 3.577 1.300 1.706  -0.753
C10 2.863 1.111 2.879  -0.411
C11 1.572 0.632 2.802  -0.715
C12 1.033 0.371 1.554  0.124
N5 1.713 0.558 0.413  0.697
C13 2.870 -0.701 -3.196  0.369
C14 3.069 -1.365 -4.398  -0.970
C15 2.123 -1.227 -5.395  -0.306
C16 1.042 -0.388 -5.184  -1.009
C17 0.927 0.235 -3.958  -0.271
N6 1.797 0.050 -2.956  0.402
H8 4.595 1.661 1.715  0.433
H9 3.321 1.321 3.838  0.390
H10 0.970 0.454 3.682  0.589
H11 0.012 0.003 1.485  -0.282
H12 3.960 -1.961 -4.541  0.407
H13 2.248 -1.737 -6.342  0.389
H14 0.297 -0.222 -5.948  0.429
H15 0.113 0.916 -3.748  0.486
F1 -1.749 -1.110 8.159  -0.329
C18 -1.883 -1.072 6.822  0.587
C19 -2.368 0.057 6.194  -0.025
F2 -2.710 1.126 6.936  -0.323
C20 -2.495 0.085 4.817  0.642
F3 -2.972 1.224 4.290  -0.312
C21 -2.154 -0.990 3.994  -0.579
Se3 -2.326 -0.930 2.108  -0.393
C22 -1.672 -2.110 4.673  0.434
F4 -1.314 -3.212 4.000  -0.329
C23 -1.536 -2.162 6.049  0.063
F5 -1.065 -3.269 6.650  -0.316
F6 0.426 2.139 -1.751  0.209
B1 1.166 3.404 -1.971  0.380
F7 2.006 3.590 -0.874  -0.400
F8 0.202 4.397 -2.038  -0.361
F9 1.867 3.267 -3.160  -0.390

***

The structure with the greatest stability is (Q).

***

(P)
2 unconnected molecules or ions with the total composition C2H2OS2, computed with wB97M-V/def2-TZVPD.

Computed properties:
total charge = 0
HOMO-LUMO gap = 7.93 eV
HOMO = -8.446 eV
multiplicity = 1

Each line ends with the Mulliken charge.
Positions of all 7 atoms, in Å:
C1 0.658 -1.474 0.660  0.083
C2 -0.405 0.198 -0.092  0.056
O1 0.751 -2.490 0.113  -0.286
S1 -1.491 0.842 0.928  -0.190
S2 0.312 0.816 -1.614  -0.156
H1 0.876 -1.272 1.695  0.325
H2 -0.643 1.683 -2.176  0.169

***

(Q)
C2H2OS2 in the gas phase, computed with wB97M-V/def2-TZVPD.

Computed properties:
total charge = 0
HOMO-LUMO gap = 7.92 eV
HOMO = -9.136 eV
multiplicity = 1
structure (SMILES) = O=CC(=S)S

Each line ends with the Mulliken charge.
Positions of all 7 atoms, in Å:
O1 -2.121 0.398 0.365  -0.405
C1 -1.035 0.878 0.574  0.096
C2 0.255 0.203 -0.034  0.259
S1 1.644 0.850 -0.448  -0.225
S2 -0.279 -1.442 0.031  -0.133
H1 -0.777 1.820 1.184  0.287
H2 0.601 -2.008 -0.670  0.120

***

The structure with the greatest stability is (Q).

***

(P)
2 unconnected molecules or ions with the total composition C2H2OS2, computed with wB97M-V/def2-TZVPD.

Computed properties:
total charge = 0
HOMO-LUMO gap (alpha / beta) = 7.38 / 7.57 eV
HOMO (alpha / beta) = -7.830 / -7.733 eV
multiplicity = 1

Each line ends with the Mulliken charge.
Positions of all 7 atoms, in Å:
C1 -0.908 -1.312 1.370  0.070
C2 -0.831 0.955 0.296  0.139
O1 -1.222 -1.327 2.501  -0.301
S1 -2.113 1.883 0.388  -0.213
S2 0.651 0.908 -0.475  -0.146
H1 -0.583 -2.113 0.708  0.308
H2 0.630 2.075 -1.169  0.143

***

(Q)
2 unconnected molecules or ions with the total composition C2H2OS2, computed with wB97M-V/def2-TZVPD.

Computed properties:
total charge = 0
HOMO-LUMO gap = 7.90 eV
HOMO = -8.155 eV
multiplicity = 1

Each line ends with the Mulliken charge.
Positions of all 7 atoms, in Å:
C1 -0.884 0.770 0.385  -0.113
C2 0.850 -1.697 -1.489  0.422
O1 -0.061 1.735 0.823  -0.346
S1 1.393 -0.372 -0.760  -0.177
S2 0.083 -3.015 -1.739  -0.258
H1 -1.577 0.402 1.094  0.143
H2 0.196 2.177 1.685  0.329

***

The structure with the greatest stability is (P).

***

(P)
17 unconnected molecules or ions with the total composition H34O17, computed with wB97M-V/def2-TZVPD.

Computed properties:
total charge = 0
HOMO-LUMO gap = 10.40 eV
HOMO = -10.526 eV
multiplicity = 1

Each line ends with the Mulliken charge.
Positions of all 51 atoms, in Å:
O1 -0.507 4.486 -3.063  -0.632
H1 -1.338 3.909 -3.054  0.327
H2 -0.659 5.058 -2.259  0.308
O2 -3.787 0.887 3.902  -0.668
H3 -4.253 1.781 4.031  0.329
H4 -4.400 0.180 3.707  0.342
O3 1.153 1.423 -4.843  -0.662
H5 0.649 1.703 -5.620  0.293
H6 1.336 2.260 -4.444  0.335
O4 -0.171 -0.070 5.032  -0.632
H7 -0.515 0.486 5.764  0.323
H8 -0.631 -0.893 5.092  0.308
O5 -0.610 2.004 -0.270  -0.559
H9 -1.207 1.284 -0.540  0.285
H10 -0.355 2.039 0.628  0.268
O6 -3.167 0.295 0.721  -0.539
H11 -3.318 0.457 1.645  0.298
H12 -3.767 0.885 0.207  0.270
O7 -0.622 -5.087 1.350  -0.623
H13 -0.538 -5.115 2.300  0.310
H14 -0.563 -4.246 0.905  0.309
O8 -0.029 -0.667 -1.388  -0.594
H15 -0.584 -1.303 -0.860  0.262
H16 0.726 -0.699 -0.800  0.302
O9 3.474 0.539 -3.341  -0.623
H17 3.238 0.660 -2.447  0.303
H18 2.739 0.637 -3.954  0.387
O10 2.758 -3.554 -0.631  -0.583
H19 2.859 -4.145 -1.336  0.292
H20 3.116 -3.666 0.220  0.302
O11 -2.630 -2.679 -4.469  -0.638
H21 -2.965 -1.679 -4.231  0.299
H22 -1.781 -2.274 -4.696  0.337
O12 -3.265 -0.593 -1.809  -0.535
H23 -3.089 -1.327 -2.415  0.271
H24 -4.202 -0.696 -1.681  0.293
O13 4.226 -0.974 2.303  -0.611
H25 4.461 0.005 2.319  0.339
H26 4.640 -1.388 3.097  0.286
O14 3.515 1.021 4.617  -0.599
H27 2.741 0.560 4.955  0.320
H28 4.140 0.309 4.510  0.268
O15 -3.491 -2.387 2.151  -0.618
H29 -2.677 -2.889 2.314  0.284
H30 -3.165 -1.466 1.889  0.316
O16 2.655 1.433 0.275  -0.564
H31 3.395 2.040 0.111  0.337
H32 2.202 1.796 -0.520  0.245
O17 1.799 3.312 -1.770  -0.585
H33 1.099 3.660 -1.253  0.272
H34 1.364 2.688 -2.355  0.246

***

(Q)
17 unconnected molecules or ions with the total composition H34O17, computed with wB97M-V/def2-TZVPD.

Computed properties:
total charge = 0
HOMO-LUMO gap = 10.53 eV
HOMO = -10.739 eV
multiplicity = 1

Each line ends with the Mulliken charge.
Positions of all 51 atoms, in Å:
O1 1.116 3.028 -1.663  -0.615
H1 1.265 2.436 -2.376  0.299
H2 0.871 2.549 -0.858  0.292
O2 2.168 1.767 4.546  -0.634
H3 2.376 1.357 3.724  0.303
H4 1.165 1.886 4.581  0.315
O3 -1.768 1.424 1.123  -0.620
H5 -0.897 1.374 0.970  0.326
H6 -2.152 0.596 1.464  0.289
O4 -0.754 -2.096 -0.570  -0.461
H7 -1.730 -2.231 -0.549  0.220
H8 -0.577 -1.959 0.357  0.278
O5 3.132 -1.635 3.954  -0.602
H9 2.894 -1.593 3.117  0.275
H10 2.565 -1.273 4.692  0.320
O6 2.712 1.782 -4.334  -0.564
H11 3.384 1.547 -4.889  0.293
H12 2.103 2.384 -4.319  0.273
O7 -4.352 -2.195 -0.680  -0.608
H13 -4.303 -2.634 -1.666  0.337
H14 -5.223 -2.118 -0.639  0.254
O8 -2.383 4.419 -1.493  -0.594
H15 -2.776 5.174 -1.006  0.317
H16 -2.158 4.682 -2.447  0.291
O9 1.013 -0.010 -0.095  -0.446
H17 1.411 0.667 0.351  0.208
H18 1.673 -0.625 -0.419  0.281
O10 -3.509 3.777 1.018  -0.573
H19 -2.962 3.118 1.441  0.309
H20 -4.376 3.431 0.730  0.286
O11 5.760 -0.378 -1.858  -0.628
H21 6.017 0.189 -1.087  0.321
H22 5.199 -0.001 -2.496  0.304
O12 -0.070 -2.137 -4.374  -0.607
H23 -0.341 -1.233 -4.052  0.296
H24 -0.748 -2.799 -4.137  0.322
O13 2.230 2.633 1.798  -0.519
H25 1.970 3.433 2.174  0.299
H26 2.099 2.784 0.895  0.234
O14 -2.290 -2.952 4.573  -0.555
H27 -1.679 -2.378 4.632  0.270
H28 -3.105 -2.798 4.397  0.273
O15 2.264 -2.467 -0.641  -0.681
H29 1.518 -2.640 -1.312  0.311
H30 2.471 -3.283 -0.065  0.310
O16 -0.599 -3.557 2.221  -0.628
H31 -0.760 -4.380 1.714  0.322
H32 -1.537 -3.477 2.568  0.318
O17 -2.881 -1.580 -3.006  -0.658
H33 -2.559 -0.958 -2.203  0.353
H34 -2.887 -1.049 -3.810  0.293

***

The structure with the greatest stability is (P).